A structure of composition C31H26Br2MgN3OP. Source: the OMol25 dataset; level of theory: the ωB97M-V functional and the def2-TZVPD basis.

Geometry as XYZ:
```
65
Properties=species:S:1:pos:R:3:forces:R:3:mulliken_charge:R:1
Mg -0.422 -0.437 -1.026 0.251 -0.277 -0.083 1.219
Br -4.657 1.426 -5.868 -0.034 0.016 -0.053 -0.067
C -3.487 1.036 -4.474 0.015 -0.047 0.075 -0.216
C -2.390 1.848 -4.223 -0.009 -0.009 0.025 -0.720
C -1.555 1.497 -3.182 0.082 0.047 0.023 -0.402
N -1.753 0.426 -2.407 -0.113 0.002 0.004 0.139
C -2.835 -0.343 -2.635 -0.032 -0.057 0.050 0.308
C -3.715 -0.074 -3.668 0.036 0.070 -0.003 -0.808
C -3.041 -1.492 -1.696 -0.026 0.108 -0.070 1.252
C -4.178 -2.278 -1.728 0.069 -0.037 0.097 -0.818
C -4.306 -3.305 -0.798 0.008 0.078 -0.046 -0.163
Br -5.828 -4.378 -0.807 -0.047 -0.043 -0.004 -0.065
C -3.304 -3.512 0.138 0.022 0.032 0.001 -0.717
C -2.205 -2.678 0.101 0.080 0.000 0.044 -0.250
N -2.066 -1.693 -0.791 -0.095 -0.022 -0.059 -0.064
H -2.189 2.725 -4.818 -0.002 -0.002 -0.010 0.469
H -0.689 2.106 -2.953 0.010 -0.014 -0.014 0.534
H -4.569 -0.703 -3.858 -0.012 0.000 -0.016 0.519
H -4.966 -2.104 -2.443 -0.025 -0.024 -0.004 0.519
H -3.377 -4.294 0.879 -0.005 -0.010 -0.002 0.455
H -1.396 -2.792 0.812 -0.006 -0.019 -0.001 0.500
O 0.718 -0.608 0.509 -0.102 0.201 0.109 -0.393
P 0.951 0.478 1.571 -0.025 -0.034 -0.092 1.631
C 0.296 0.005 3.156 -0.052 -0.053 0.090 0.446
C -0.457 0.877 3.940 0.006 0.053 0.010 -0.039
C -0.897 0.476 5.193 0.013 -0.002 -0.016 -0.788
C -0.586 -0.791 5.662 0.012 -0.012 0.008 -0.460
C 0.173 -1.661 4.888 -0.020 0.008 0.043 -0.761
C 0.619 -1.266 3.641 0.008 -0.033 -0.055 -0.526
C 2.682 0.833 1.741 0.092 -0.005 0.043 0.116
C 3.606 0.218 0.901 0.004 0.023 -0.069 -0.554
C 4.958 0.484 1.057 -0.011 -0.007 -0.013 -0.640
C 5.383 1.362 2.041 0.002 0.036 0.041 -0.482
C 4.462 1.976 2.885 0.027 -0.019 -0.031 -0.784
C 3.113 1.707 2.742 -0.029 0.002 0.036 -0.249
C 0.074 1.941 0.998 -0.068 0.052 -0.042 0.122
C 0.721 3.119 0.632 0.033 -0.017 -0.023 -0.680
C -0.009 4.170 0.092 0.023 -0.008 0.015 -0.788
C -1.380 4.051 -0.088 -0.022 0.024 -0.006 -0.621
C -2.034 2.879 0.272 0.032 -0.020 -0.005 -0.881
C -1.311 1.827 0.814 -0.067 -0.028 0.009 -0.348
H -0.696 1.872 3.587 -0.007 -0.002 -0.030 0.411
H -1.478 1.155 5.802 -0.007 0.004 0.001 0.446
H -0.928 -1.101 6.641 -0.002 -0.002 0.004 0.424
H 0.425 -2.643 5.266 0.001 -0.008 -0.004 0.436
H 1.223 -1.944 3.048 0.000 0.021 -0.030 0.457
H 3.266 -0.472 0.139 -0.014 -0.007 0.012 0.511
H 5.683 0.003 0.414 -0.002 -0.008 -0.008 0.421
H 6.438 1.568 2.162 0.008 -0.002 -0.003 0.417
H 4.799 2.653 3.657 0.008 0.003 0.007 0.429
H 2.402 2.169 3.418 -0.021 -0.012 -0.008 0.461
H 1.790 3.217 0.768 0.009 -0.001 0.011 0.449
H 0.495 5.088 -0.180 0.002 0.004 -0.005 0.477
H -1.943 4.879 -0.497 -0.005 0.001 0.001 0.454
H -3.106 2.793 0.151 0.000 0.004 0.002 0.480
H -1.839 0.933 1.140 0.037 -0.003 0.014 0.650
C 3.669 -3.123 -3.446 0.057 -0.038 0.009 -1.092
C 2.514 -2.415 -4.155 -0.243 0.191 0.101 -0.343
C 1.594 -1.770 -3.215 0.107 -0.101 -0.106 0.495
N 0.876 -1.273 -2.472 -0.007 0.055 0.036 -0.517
H 4.269 -3.638 -4.193 0.017 0.006 0.013 0.348
H 3.306 -3.859 -2.732 -0.012 -0.007 -0.012 0.348
H 4.307 -2.411 -2.926 -0.008 0.007 0.007 0.316
H 1.915 -3.107 -4.751 0.026 -0.014 0.005 0.294
H 2.868 -1.630 -4.827 0.033 -0.046 -0.022 0.281
```
Positions in Å, forces in eV/Å.

Results
Multiplicity: 1
Orbital gap in eV: 8.236
E_HOMO in eV: -14.2
Net charge: +2